Computed, not measured: C48H129ClN7O24Pd as an isolated structure at a distorted geometry, with the ωB97M-V functional and the def2-TZVPD basis.

Properties
E_HOMO (spin up / spin down) = -9.88 / -9.88 eV
Calculated total energy = -127412.0639 eV
Expectation value of S² = 2.0043
Molecular weight = 1330.46 g/mol
Energy above the lowest of the compared OMol25 structures with the same formula, charge and spin = 197.0 kJ/mol

Structure (ORCA input):
```
! RIJCOSX wB97M-V def2-TZVPD def2/J DEFGRID3
* xyz 1 3
Pd 19.67494 21.26669 15.28504
Cl 18.33808 21.62978 12.58016
O 17.91205 21.41964 13.98507
O 17.71595 20.75110 11.71918
O 18.12395 22.96456 12.21916
O 19.77725 21.33673 12.60168
C 22.28470 20.45831 16.35781
O 21.71116 21.31816 15.46749
H 22.21045 20.69817 17.41613
H 21.93518 19.42638 16.27324
H 23.37653 20.39368 16.20415
H 22.59604 21.07237 14.05007
C 15.25647 16.58763 14.14027
O 16.63216 16.43264 14.14471
H 14.75867 16.06619 13.27471
H 14.77264 16.36494 15.12846
H 15.02810 17.64655 13.96182
H 16.83493 15.56510 13.71123
C 20.59373 15.78090 8.38015
O 20.79012 17.17362 8.55638
H 19.72067 15.35004 8.94079
H 20.46321 15.62391 7.35983
H 21.51154 15.23773 8.62827
H 20.04977 17.72520 8.20012
C 26.52586 18.34525 14.63623
O 25.42282 17.85781 13.90266
H 27.26376 19.00278 14.01960
H 26.17724 18.90828 15.47783
H 27.16767 17.49924 15.01594
H 25.64800 17.38784 13.09468
C 17.47802 20.60401 7.69450
O 18.01198 19.66986 8.72221
H 18.19786 21.46671 7.47669
H 17.45478 19.89142 6.88836
H 16.46104 20.87429 8.01040
H 18.02280 20.09808 9.57590
C 17.58714 25.21878 10.26186
O 18.47434 25.82581 9.31057
H 17.08881 24.30829 9.88908
H 18.09096 24.95840 11.18578
H 16.75742 25.86862 10.47607
H 19.34700 25.73956 9.69446
C 24.31522 24.58018 14.52150
O 23.86320 23.60762 13.59653
C 24.63784 22.36710 13.69530
C 24.14443 21.40657 12.67192
N 22.75514 20.94098 13.03165
C 22.38238 19.60298 12.61506
C 22.17930 19.54872 11.04007
O 23.40644 19.65944 10.35235
C 23.24462 19.51160 8.96039
H 25.33966 24.37512 14.80810
H 23.70302 24.55395 15.43794
H 24.19244 25.62404 13.99909
H 24.49888 21.93943 14.70894
H 25.70698 22.51983 13.52301
H 24.80892 20.50091 12.61720
H 24.06274 21.89881 11.69829
H 22.12278 21.68670 12.65468
H 21.41214 19.42156 13.09847
H 23.15283 18.94888 12.86073
H 21.59304 20.46542 10.77381
H 21.62094 18.60588 10.83365
H 22.31989 20.04937 8.61703
H 23.01804 18.47444 8.73602
H 24.10353 19.89204 8.44449
C 16.00308 15.54996 9.10922
O 17.05340 14.98608 9.88702
C 17.45560 15.94745 10.88171
C 18.31352 15.20549 11.81607
N 17.55730 14.22660 12.62632
C 18.40927 13.35046 13.43642
C 17.54954 12.47499 14.27012
O 16.86356 11.54573 13.42984
C 15.66741 10.96399 13.97065
H 15.10882 15.65463 9.62554
H 15.81902 14.81711 8.30283
H 16.32266 16.45596 8.68127
H 16.62183 16.46316 11.30586
H 18.11098 16.75609 10.49597
H 18.72796 15.96591 12.49462
H 19.19588 14.76071 11.36095
H 16.96387 13.73498 12.02122
H 18.92478 13.88581 14.21305
H 19.16093 12.73214 12.91342
H 16.83844 13.12565 14.76232
H 18.20178 11.92425 15.06264
H 15.67904 9.90541 13.72610
H 14.75657 11.49859 13.67463
H 15.62613 11.08307 15.06323
C 14.96840 24.39557 14.93970
O 15.50543 24.53013 16.25528
C 14.49788 24.44201 17.28595
C 14.94358 25.10282 18.58214
N 13.84574 25.07096 19.50045
C 14.09778 25.37052 20.89736
C 12.81067 25.29809 21.69695
O 13.11519 25.85360 23.01497
C 12.76728 27.21715 23.12919
H 15.81140 24.76526 14.33965
H 14.13756 25.03858 14.74528
H 14.67133 23.45141 14.61677
H 14.14965 23.48025 17.58196
H 13.51991 25.00629 16.91900
H 15.13546 26.19044 18.48092
H 15.80370 24.56992 18.96625
H 13.53790 24.12368 19.50572
H 14.55887 26.33244 21.12863
H 14.88125 24.66112 21.37779
H 12.49566 24.22627 21.76879
H 11.97575 25.83889 21.24408
H 12.97368 27.43008 24.23130
H 11.70432 27.38321 22.83215
H 13.39190 27.85902 22.51509
C 22.62631 29.41250 13.21141
O 21.96867 28.31428 12.58358
C 22.45098 28.20064 11.18235
C 21.37467 27.47851 10.38986
N 20.84532 26.25676 11.00090
C 21.81192 25.21977 11.30988
C 22.68433 24.77754 10.09665
O 21.94211 24.59743 8.90815
C 20.99339 23.54159 9.07096
H 22.26094 30.30948 12.73307
H 23.69161 29.38137 13.04178
H 22.36135 29.51476 14.20122
H 23.39382 27.53299 11.13739
H 22.79146 29.09780 10.71827
H 21.79486 27.38201 9.38013
H 20.42109 28.06677 10.22456
H 20.49167 26.58731 11.89888
H 21.29149 24.44379 11.78180
H 22.52279 25.59209 11.97804
H 23.31764 23.87453 10.48885
H 23.32593 25.67229 9.82121
H 21.55459 22.61393 9.30752
H 20.46513 23.46869 8.16280
H 20.34187 23.64318 9.97934
C 20.16382 24.29797 14.34382
O 19.21698 23.48953 15.03302
C 18.74223 24.07684 16.30078
C 17.99167 23.00971 17.00784
N 19.01095 21.91939 17.31725
C 18.50267 20.87849 18.11157
C 17.88741 19.66258 17.32082
O 18.95340 19.26551 16.44253
C 18.64511 18.10072 15.72321
H 20.21207 23.82285 13.33294
H 21.21062 24.14640 14.79812
H 19.86063 25.38476 14.32268
H 17.95968 24.86631 16.12970
H 19.63492 24.40444 16.78596
H 17.24901 22.62638 16.32736
H 17.41452 23.41601 17.83550
H 19.76472 22.38487 17.83502
H 17.87332 21.20742 18.87875
H 19.33808 20.37033 18.59736
H 17.00154 19.92390 16.74447
H 17.68317 18.84251 17.96458
H 19.49983 17.41233 15.77287
H 18.56376 18.40299 14.67465
H 17.72084 17.60656 16.00972
C 13.56698 21.00269 18.94153
O 14.34907 20.87938 17.76382
C 13.60782 20.88074 16.60402
C 14.50359 20.60338 15.40921
N 13.78188 20.87177 14.21548
C 14.58721 20.80427 13.01574
C 13.69914 21.33605 11.82048
O 14.16371 21.02512 10.53031
C 14.58974 19.70340 10.22166
H 13.87478 21.93102 19.42458
H 13.81027 20.16707 19.60886
H 12.48072 21.03267 18.66061
H 13.09462 21.84844 16.42024
H 12.80101 20.11287 16.70933
H 14.87453 19.59363 15.48651
H 15.35096 21.29710 15.47733
H 12.99740 20.21060 14.21793
H 14.97160 19.78138 12.77892
H 15.50658 21.41312 13.23455
H 13.67694 22.44840 11.82762
H 12.63272 20.94457 11.90857
H 15.55683 19.51653 10.69927
H 14.64261 19.66922 9.15326
H 13.88410 18.96272 10.67579
C 17.20464 27.44358 15.84160
O 18.55487 27.21546 15.32731
C 18.80958 27.86699 14.14299
C 17.84890 27.70336 12.88602
N 18.57149 28.56598 11.99833
C 17.93882 28.96752 10.72368
C 16.71325 29.79063 10.82331
O 15.56407 29.04458 11.28600
C 14.54640 29.97360 11.63242
H 16.50113 26.76015 15.32629
H 16.87384 28.52461 15.74954
H 17.19737 27.09972 16.87842
H 19.75670 27.49630 13.88809
H 18.81982 28.99035 14.37408
H 16.84814 28.12395 13.12829
H 17.76478 26.72064 12.48372
H 18.81665 29.45868 12.42355
H 17.70023 28.08239 10.12408
H 18.67135 29.48717 10.11426
H 16.57160 29.93506 9.73682
H 16.79543 30.71995 11.41442
H 13.56302 29.57081 11.86118
H 14.37951 30.51786 10.67047
H 14.82624 30.68422 12.39305
*
```